# 1
Density functional theory data (wB97M-V/def2-TZVPD) for an isolated ion of composition C3H2NO2Se and charge -1.

Bonds (Å) are listed after each position.
Geometry (Å):
1 C -0.50 -1.21 0.56  C3 1.397, N4 1.167
2 C 1.32 0.41 -0.66  C3 1.876, O5 1.176, O6 1.205
3 C -0.43 -0.22 -0.42  C1 1.397, C2 1.876, Se7 2.044, H8 1.097
4 N -0.52 -1.84 1.54  C1 1.167
5 O 1.48 1.45 -0.15  C2 1.176
6 O 2.00 -0.43 -1.21  C2 1.205
7 Se -1.50 1.40 0.22  C3 2.044, H9 1.508
8 H -0.63 -0.41 -1.48  C3 1.097
9 H -1.21 0.85 1.60  Se7 1.508

Summary:
Net charge: -1

Löwdin population analysis, charges in e, atoms 1 to 6: -0.415, -0.750, -0.514, 0.094, -0.019, -0.009



# 2
Density functional theory data (wB97M-V/def2-TZVPD) for C5H7N in the gas phase.

Bonds (Å) are listed after each position.
Geometry (Å):
1 C 1.61 -0.05 -0.11  C2 1.500, C5 1.453, N6 1.249
2 C 1.09 1.35 0.03  C1 1.500, C5 1.518, H7 1.078, H8 1.101
3 C -1.03 -0.40 -0.75  C4 1.549, C5 1.478, H9 1.009, H10 1.025
4 C -0.89 -0.48 0.79  C3 1.549, C5 1.517, H11 1.105, H12 1.154
5 C 0.17 0.15 -0.09  C1 1.453, C2 1.518, C3 1.478, C4 1.517
6 N 2.64 -0.74 0.08  C1 1.249, H13 1.044
7 H 1.11 1.83 0.99  C2 1.078
8 H 1.15 2.10 -0.77  C2 1.101
9 H -1.01 -1.31 -1.19  C3 1.009
10 H -1.69 0.15 -1.31  C3 1.025
11 H -1.64 0.22 1.20  C4 1.105
12 H -0.75 -1.47 1.36  C4 1.154
13 H 2.29 -1.71 0.26  N6 1.044

Löwdin population analysis, charges in e, atoms 1 to 6: -0.319, -0.002, -0.064, -0.049, -0.348, 0.142



# 3
Density functional theory data (wB97M-V/def2-TZVPD) for C4H6OS3 in the gas phase.

Bonds (Å) are listed after each position.
Geometry (Å):
1 C -3.38 -0.23 0.12  H5 1.070, H6 1.070, H7 1.117, S12 1.804
2 C -0.71 -0.30 -0.17  C3 1.548, O11 1.197, S12 1.767
3 C 0.68 0.38 -0.08  C2 1.548, S13 1.638, S14 1.762
4 C 3.37 0.11 0.02  H8 1.070, H9 1.119, H10 1.068, S14 1.777
5 H -4.24 0.41 0.18  C1 1.070
6 H -3.32 -0.76 1.05  C1 1.070
7 H -3.46 -0.99 -0.69  C1 1.117
8 H 4.16 -0.60 0.06  C4 1.070
9 H 3.46 0.69 -0.93  C4 1.119
10 H 3.37 0.74 0.88  C4 1.068
11 O -0.83 -1.49 -0.21  C2 1.197
12 S -2.00 0.91 -0.11  C1 1.804, C2 1.767
13 S 0.99 1.99 -0.07  C3 1.638
14 S 1.90 -0.89 -0.03  C3 1.762, C4 1.777

Löwdin population analysis, charges in e, atoms 1 to 6: -0.384, -0.835, -1.063, -0.450, 0.019, 0.034



Going through the records in order, we get frontier orbital gap values of 7.36 10.22 7.82 eV.
Going through the records in order, we get max |F| values of 0.0626 0.0675 0.0285 Eh/bohr.
Going through the records in order, we get ΔE to the lowest compared entry with this formula, charge and spin values of 35.5 350.0 6.3 kJ/mol.